{"formula": "C35H29BrCrF4N4O8PS3", "method": "the ωB97M-V functional and the def2-TZVPD basis", "elements": ["C", "S", "C", "H", "H", "H", "F", "C", "C", "C", "C", "C", "N", "H", "O", "C", "F", "C", "C", "C", "H", "F", "C", "C", "H", "C", "Cr", "H", "N", "C", "H", "Br", "C", "C", "H", "S", "C", "O", "H", "C", "H", "C", "N", "C", "C", "H", "H", "O", "H", "H", "N", "H", "C", "F", "C", "C", "O", "C", "C", "C", "H", "H", "S", "C", "C", "P", "O", "H", "H", "H", "O", "C", "H", "C", "H", "C", "H", "C", "H", "C", "H", "H", "O", "H", "H", "O"], "xyz": [[15.79, 12.35, 13.13], [9.70, 11.77, 15.04], [12.99, 9.13, 11.63], [14.99, 7.73, 14.64], [7.64, 15.40, 8.95], [14.87, 10.74, 10.42], [15.02, 14.75, 16.35], [12.98, 13.75, 8.89], [11.69, 17.47, 12.08], [8.11, 13.77, 7.58], [10.48, 10.14, 15.38], [9.98, 15.91, 13.57], [9.86, 10.60, 8.19], [12.44, 9.52, 10.77], [10.30, 12.08, 10.68], [8.59, 8.95, 12.00], [16.15, 11.55, 12.07], [13.47, 10.02, 12.61], [14.22, 13.23, 14.69], [14.30, 11.57, 10.00], [5.97, 11.43, 14.38], [18.10, 12.81, 13.34], [16.56, 13.87, 14.79], [14.49, 11.93, 8.67], [12.53, 14.67, 8.54], [15.26, 13.96, 15.27], [10.20, 12.31, 12.68], [7.92, 10.25, 15.48], [7.47, 14.38, 6.50], [14.46, 12.52, 13.50], [9.36, 15.23, 14.13], [12.64, 13.25, 15.81], [8.74, 13.77, 9.91], [10.66, 18.09, 12.80], [9.41, 8.48, 14.52], [7.35, 11.34, 12.50], [14.19, 9.50, 13.71], [9.91, 10.33, 6.96], [8.52, 11.88, 6.51], [7.93, 11.32, 15.30], [15.15, 11.30, 8.06], [9.46, 12.54, 9.79], [10.98, 15.37, 12.82], [8.11, 14.43, 8.82], [9.34, 11.94, 8.50], [12.69, 15.61, 11.57], [11.54, 10.42, 15.50], [6.91, 15.46, 6.74], [8.71, 7.89, 12.29], [7.65, 11.78, 16.24], [8.58, 14.42, 11.10], [11.12, 8.42, 14.17], [12.72, 13.40, 10.19], [17.53, 14.62, 15.34], [16.82, 13.03, 13.73], [10.27, 9.12, 14.27], [11.24, 14.05, 12.86], [13.82, 13.00, 8.08], [14.43, 8.12, 13.78], [13.96, 7.23, 12.78], [9.04, 17.74, 14.21], [14.14, 6.15, 12.88], [10.08, 9.85, 12.60], [9.83, 17.29, 13.58], [8.67, 12.48, 7.42], [13.08, 11.78, 12.53], [10.11, 9.72, 9.04], [6.98, 12.85, 14.12], [13.98, 13.21, 7.01], [14.54, 10.16, 14.52], [7.55, 13.84, 5.38], [13.24, 7.75, 11.70], [8.72, 9.02, 10.91], [7.00, 11.77, 14.19], [11.93, 13.87, 10.76], [11.88, 16.11, 12.09], [10.55, 19.17, 12.73], [13.40, 12.32, 10.77], [12.40, 18.10, 11.49], [7.27, 9.52, 12.44], [10.15, 9.77, 16.34], [12.83, 7.10, 10.92], [8.61, 13.77, 12.24], [6.96, 9.20, 13.44], [6.45, 9.25, 11.76], [8.19, 15.60, 11.11]], "spin_multiplicity": 6, "s2": 8.790, "total_charge": 0, "e_tot_ha": -7725.573394}